The following is a DFT calculation (ωB97M-V with the def2-TZVPD basis set) of an isolated molecule of C16H27N3O3.

Geometry (Å):
C1 2.909 2.800 -0.410
C2 2.365 1.616 -1.200
C3 2.122 0.377 -0.334
C4 3.417 -0.344 0.042
C5 3.243 -1.439 1.097
C6 2.346 -2.595 0.653
N1 0.963 -2.204 0.728
C7 -0.052 -2.680 0.035
C8 0.214 -3.862 -0.836
C9 -1.312 -2.050 0.121
C10 -2.465 -2.549 -0.600
O1 -2.546 -3.553 -1.286
N2 -3.609 -1.770 -0.473
C11 -3.772 -0.589 0.199
O2 -4.819 0.014 0.193
N3 -2.653 -0.168 0.882
C12 -2.739 1.091 1.614
C13 -1.958 2.208 0.922
C14 -2.442 2.470 -0.502
C15 -1.715 3.656 -1.125
C16 -1.456 -0.857 0.929
O3 -0.566 -0.398 1.654
H1 3.022 3.666 -1.058
H2 2.228 3.062 0.397
H3 3.881 2.574 0.022
H4 1.418 1.909 -1.658
H5 3.056 1.365 -2.008
H6 1.476 -0.306 -0.887
H7 1.592 0.677 0.572
H8 3.861 -0.777 -0.858
H9 4.127 0.384 0.438
H10 4.228 -1.845 1.337
H11 2.832 -1.004 2.010
H12 2.603 -2.890 -0.369
H13 2.516 -3.460 1.307
H14 0.727 -1.398 1.326
H15 -0.713 -4.298 -1.191
H16 0.786 -4.605 -0.285
H17 0.801 -3.551 -1.701
H18 -4.422 -2.111 -0.973
H19 -2.338 0.925 2.617
H20 -3.798 1.344 1.672
H21 -2.074 3.114 1.520
H22 -0.899 1.947 0.908
H23 -3.516 2.661 -0.490
H24 -2.272 1.582 -1.115
H25 -1.902 4.561 -0.551
H26 -0.641 3.479 -1.142
H27 -2.054 3.820 -2.145

Calculated values
2S+1 = 1
structure (SMILES) = CCCCCCN/C(C)=C1/C(=O)NC(=O)N(CCCC)C1=O
relative energy (zero: lowest compared OMol25 entry of this formula, charge and spin) = 0.000 eV

***

The following is a DFT calculation (ωB97M-V with the def2-TZVPD basis set) of a cluster of 6 separate species, C38H80F6N4O6S2 in total in a non-equilibrium geometry.

Geometry (Å):
C1 12.616 10.867 12.580
C2 13.319 11.045 11.270
C3 14.447 9.987 11.149
N1 15.678 10.400 10.442
C4 15.177 10.877 9.066
C5 16.336 11.327 8.177
C6 17.297 10.143 8.001
C7 17.814 9.732 9.357
C8 16.690 9.234 10.299
C9 16.377 11.494 11.199
H1 11.845 11.645 12.786
H2 13.368 10.937 13.375
H3 12.090 9.905 12.653
H4 13.700 12.057 11.122
H5 12.650 10.880 10.403
H6 14.073 9.169 10.562
H7 14.716 9.549 12.111
H8 14.636 10.088 8.554
H9 14.458 11.660 9.262
H10 16.009 11.677 7.193
H11 16.869 12.128 8.676
H12 16.699 9.311 7.671
H13 18.062 10.407 7.278
H14 18.430 8.843 9.344
H15 18.424 10.515 9.757
H16 16.111 8.416 9.884
H17 17.052 9.045 11.305
H18 16.821 11.098 12.108
H19 15.694 12.325 11.334
H20 17.294 11.810 10.706
C10 8.140 8.425 19.983
C11 8.883 9.047 18.852
C12 10.375 8.584 18.872
N2 10.904 8.550 17.412
C13 12.379 8.207 17.440
C14 12.954 7.950 16.080
C15 12.195 6.938 15.222
C16 10.727 7.299 15.256
C17 10.188 7.474 16.655
C18 10.707 9.874 16.700
H21 8.381 8.871 20.956
H22 8.310 7.314 20.024
H23 7.111 8.685 19.875
H24 8.629 10.115 18.852
H25 8.406 8.665 17.946
H26 10.522 7.585 19.219
H27 10.961 9.289 19.445
H28 12.502 7.346 18.104
H29 12.848 9.083 17.900
H30 14.026 7.654 16.203
H31 13.071 8.867 15.505
H32 12.425 5.952 15.614
H33 12.596 6.970 14.189
H34 10.131 6.548 14.785
H35 10.618 8.186 14.657
H36 10.324 6.528 17.252
H37 9.119 7.698 16.575
H38 9.707 10.243 16.918
H39 10.966 9.847 15.657
H40 11.381 10.574 17.174
C19 20.843 9.618 18.900
C20 19.780 9.951 19.913
C21 19.098 11.163 19.368
N3 17.836 11.541 20.077
C22 16.735 10.501 20.016
C23 15.489 11.061 20.676
C24 15.773 11.586 22.144
C25 17.015 12.486 22.222
C26 18.195 11.783 21.518
C27 17.396 12.815 19.360
H41 21.568 10.432 18.887
H42 20.522 9.561 17.877
H43 21.393 8.710 19.239
H44 20.286 10.114 20.857
H45 19.057 9.112 19.965
H46 18.836 10.926 18.320
H47 19.840 12.012 19.399
H48 17.113 9.623 20.554
H49 16.554 10.381 18.975
H50 14.716 10.277 20.764
H51 15.004 11.850 20.050
H52 16.020 10.709 22.745
H53 14.983 12.156 22.567
H54 17.338 12.741 23.255
H55 16.821 13.441 21.672
H56 18.423 10.824 21.963
H57 19.121 12.353 21.551
H58 17.487 12.567 18.309
H59 18.071 13.574 19.674
H60 16.336 13.109 19.578
C28 15.161 16.505 17.789
C29 15.248 15.957 16.354
C30 13.996 16.537 15.616
N4 13.768 16.018 14.176
C31 12.833 16.908 13.347
C32 11.443 17.023 13.990
C33 10.766 15.649 14.079
C34 11.693 14.634 14.751
C35 13.133 14.578 14.186
C36 15.038 15.938 13.399
H61 15.955 16.029 18.355
H62 14.193 16.330 18.248
H63 15.418 17.556 17.775
H64 15.299 14.850 16.360
H65 16.176 16.251 15.910
H66 14.086 17.624 15.556
H67 13.090 16.206 16.109
H68 13.369 17.832 13.176
H69 12.716 16.432 12.394
H70 11.525 17.464 14.988
H71 10.818 17.719 13.438
H72 9.776 15.711 14.543
H73 10.554 15.330 13.068
H74 11.887 14.765 15.814
H75 11.285 13.653 14.662
H76 13.739 13.976 14.851
H77 13.248 14.208 13.154
H78 14.829 15.711 12.327
H79 15.700 15.110 13.742
H80 15.457 16.950 13.554
C37 18.562 8.885 14.161
F1 18.709 9.571 15.300
F2 17.901 7.737 14.473
F3 17.621 9.644 13.399
S1 20.091 8.614 13.223
O1 20.562 9.969 13.306
O2 20.675 7.597 14.113
O3 19.501 8.171 11.948
C38 15.792 11.254 15.695
F4 16.759 11.075 16.503
F5 16.132 12.195 14.826
F6 15.600 10.116 15.024
S2 14.238 11.715 16.745
O4 14.222 10.749 17.791
O5 14.559 13.075 17.154
O6 13.170 11.580 15.774

Calculated values
total charge = +2
2S+1 = 1

***

Number 1: highest occupied orbital energy -8.74 eV, DFT total energy -27645.6950 eV. Number 2: highest occupied orbital energy -11.74 eV, DFT total energy -96910.4383 eV.